Record 1
{"formula": "C24H15F3IrN6S", "method": "the ωB97M-V functional and the def2-TZVPD basis", "elements": ["Ir", "C", "C", "C", "C", "N", "C", "N", "C", "N", "C", "N", "C", "C", "C", "C", "C", "N", "C", "C", "C", "C", "C", "C", "H", "H", "H", "H", "H", "H", "H", "H", "H", "H", "H", "H", "F", "C", "F", "F", "C", "C", "C", "C", "N", "C", "S", "H", "H", "H"], "positions_angstrom": [[0.452, 0.360, -0.366], [-1.789, 3.138, -2.778], [-2.583, 3.854, -1.884], [-2.413, 3.628, -0.541], [-1.513, 2.663, -0.077], [-0.774, 1.922, -0.966], [-0.911, 2.216, -2.286], [-1.449, 2.547, 1.282], [-0.737, 1.765, 1.987], [0.198, 0.851, 1.509], [0.688, 0.137, 2.604], [1.505, -0.834, 2.561], [2.084, -1.430, 1.474], [2.923, -2.507, 1.772], [3.564, -3.206, 0.776], [3.424, -2.759, -0.535], [2.615, -1.685, -0.782], [1.896, -1.041, 0.173], [0.077, 0.662, 3.830], [0.236, 0.304, 5.153], [-0.512, 1.001, 6.095], [-1.390, 2.010, 5.714], [-1.554, 2.357, 4.377], [-0.801, 1.667, 3.450], [-1.852, 3.296, -3.845], [-3.307, 4.575, -2.238], [-2.953, 4.180, 0.214], [-0.285, 1.679, -2.975], [3.037, -2.750, 2.818], [4.168, -4.072, 1.008], [3.940, -3.238, -1.354], [2.534, -1.317, -1.789], [0.910, -0.494, 5.435], [-0.417, 0.757, 7.144], [-1.957, 2.527, 6.477], [-2.247, 3.128, 4.069], [-2.929, -2.850, -2.732], [-1.737, -3.340, -3.097], [-1.310, -4.146, -2.114], [-1.885, -4.058, -4.200], [-0.743, -2.214, -3.296], [-0.068, -2.028, -4.487], [0.878, -1.003, -4.582], [1.131, -0.223, -3.474], [0.462, -0.411, -2.326], [-0.455, -1.357, -2.239], [-1.168, -1.320, -0.645], [-0.276, -2.676, -5.328], [1.419, -0.827, -5.501], [1.874, 0.563, -3.488]], "forces_ev_per_angstrom": [[-2.518, -2.247, 0.240], [0.017, -0.061, -0.051], [-0.045, 0.032, 0.240], [-0.107, 0.128, -0.151], [0.438, -0.222, 0.159], [0.256, 0.209, 0.433], [-0.058, -0.072, -0.273], [-0.628, 0.414, -0.140], [0.083, -0.086, -0.303], [0.172, 0.301, 0.465], [0.022, -0.018, -0.337], [0.371, -0.704, 0.197], [-0.207, 0.512, -0.050], [0.171, -0.209, -0.053], [-0.090, 0.057, 0.302], [-0.034, 0.020, -0.097], [0.018, -0.128, -0.235], [0.087, 0.394, 0.311], [0.009, 0.129, -0.162], [0.135, -0.172, 0.007], [0.076, -0.090, 0.038], [-0.088, 0.091, -0.019], [-0.133, 0.142, -0.107], [0.168, -0.058, -0.097], [0.041, 0.003, 0.012], [0.042, 0.041, 0.020], [-0.059, -0.044, -0.018], [0.033, -0.019, 0.059], [-0.054, -0.072, -0.022], [0.054, 0.061, 0.020], [0.012, 0.053, -0.006], [-0.033, 0.045, 0.031], [0.002, 0.045, 0.032], [0.022, -0.022, -0.019], [-0.012, 0.013, -0.036], [0.029, 0.009, 0.044], [0.052, 0.037, 0.030], [-0.089, -0.120, -0.074], [-0.006, 0.052, 0.023], [0.003, 0.057, 0.014], [-0.060, -0.105, 0.042], [0.095, 0.146, 0.029], [-0.119, -0.153, 0.032], [0.062, 0.022, -0.109], [0.797, 0.664, -0.338], [-0.574, -0.863, -0.564], [1.629, 1.766, 0.446], [0.018, 0.010, -0.007], [0.004, -0.006, 0.003], [-0.005, 0.020, 0.039]], "nbo_charge": [1.13, -0.23, -0.09, -0.20, 0.39, -0.51, 0.04, -0.47, 0.47, -0.61, 0.49, -0.47, 0.38, -0.20, -0.09, -0.23, 0.05, -0.51, -0.12, -0.14, -0.16, -0.16, -0.17, -0.03, 0.26, 0.26, 0.27, 0.21, 0.27, 0.26, 0.26, 0.21, 0.24, 0.24, 0.24, 0.25, -0.30, 0.98, -0.30, -0.28, -0.15, -0.08, -0.20, 0.04, -0.49, 0.05, 0.46, 0.28, 0.27, 0.25], "lumo_energy_ha": [-0.321, -0.374], "s2": 0.76, "max_force_ev_per_a": 3.38, "homo_ev": [-14.34, -14.36], "multiplicity": 2, "orbital_gap_ha": [0.206, 0.154], "charge": 2}

---

Record 2
{"formula": "C24H16Cl2N4O2Ti", "method": "the ωB97M-V functional and the def2-TZVPD basis", "elements": ["Ti", "C", "C", "C", "C", "C", "C", "N", "C", "C", "C", "C", "C", "C", "N", "N", "C", "C", "C", "C", "C", "N", "H", "H", "H", "H", "H", "H", "H", "H", "H", "H", "H", "H", "H", "Cl", "C", "C", "C", "Cl", "C", "O", "C", "C", "O", "C", "H", "H", "H"], "positions_angstrom": [[7.415, 10.528, 11.518], [6.034, 15.057, 8.644], [5.186, 14.830, 9.693], [5.539, 13.968, 10.710], [6.777, 13.315, 10.673], [7.610, 13.495, 9.566], [7.228, 14.372, 8.562], [7.161, 12.468, 11.723], [6.978, 12.862, 13.040], [6.879, 14.198, 13.441], [6.502, 14.520, 14.733], [6.240, 13.507, 15.685], [6.402, 12.158, 15.321], [6.783, 11.845, 13.993], [6.772, 10.587, 13.432], [6.507, 9.519, 14.163], [6.406, 8.413, 13.335], [6.057, 7.151, 13.929], [5.913, 6.069, 13.131], [6.098, 6.219, 11.719], [6.467, 7.452, 11.247], [6.618, 8.541, 12.026], [5.758, 15.729, 7.808], [4.250, 15.315, 9.740], [4.878, 13.860, 11.569], [8.586, 13.045, 9.547], [7.872, 14.517, 7.693], [7.163, 15.014, 12.767], [6.384, 15.540, 15.102], [5.845, 13.788, 16.662], [6.119, 11.376, 16.023], [5.947, 7.095, 15.010], [5.727, 5.077, 13.577], [5.897, 5.396, 11.041], [6.706, 7.545, 10.170], [11.784, 10.447, 5.689], [10.571, 10.432, 6.896], [9.286, 10.419, 6.386], [8.215, 10.465, 7.202], [6.599, 10.496, 6.591], [8.343, 10.375, 8.648], [7.306, 10.374, 9.428], [9.724, 10.282, 9.117], [10.068, 10.152, 10.471], [9.312, 10.201, 11.488], [10.883, 10.323, 8.226], [9.198, 10.429, 5.318], [11.095, 10.012, 10.746], [11.912, 10.285, 8.618]], "forces_ev_per_angstrom": [[-0.619, -0.675, -1.315], [0.040, 0.567, -1.726], [0.141, -0.335, 0.526], [0.138, 0.057, 0.167], [-0.166, 0.275, 0.076], [-0.358, 0.539, 0.302], [0.494, -0.231, -0.345], [0.249, -0.606, 0.178], [-0.323, 0.761, 0.105], [0.471, 0.682, 0.251], [-0.162, -0.600, 1.105], [0.102, -0.566, -0.863], [-0.201, 0.913, -0.128], [-0.770, 0.526, 1.098], [0.234, -0.409, 0.197], [-0.220, -0.485, -0.648], [-0.366, 0.015, 1.901], [0.373, 1.025, 0.208], [0.141, -0.818, -0.797], [-0.314, -0.008, 0.821], [0.128, -0.677, -1.016], [0.238, 0.198, -0.642], [0.103, -0.410, 0.737], [-0.907, 0.537, 0.023], [0.205, -0.174, -0.204], [0.223, -0.279, 0.014], [-0.092, -0.001, 0.280], [-0.359, -0.461, 0.015], [0.165, -0.111, -0.536], [0.263, -0.204, -0.179], [0.261, 0.022, -0.269], [0.029, 0.129, -0.277], [-0.099, 0.635, -0.387], [0.291, 0.117, 0.066], [-0.312, 0.299, 0.727], [0.988, 0.079, -0.428], [1.685, -0.526, 0.955], [-0.717, 0.443, -0.027], [-1.152, -0.468, 1.303], [0.157, 0.057, -0.101], [0.252, 0.140, 0.225], [1.586, -0.132, -0.177], [0.531, 0.066, -0.316], [-0.731, 0.247, 0.732], [0.333, -0.228, -0.525], [-1.739, 0.125, -0.248], [-0.345, 0.030, -0.305], [0.843, -0.090, -0.235], [-0.715, 0.014, -0.315]], "nbo_charge": [1.65, -0.24, -0.20, -0.26, 0.23, -0.27, -0.19, -0.75, 0.15, -0.26, -0.20, -0.24, -0.23, 0.13, -0.40, -0.28, 0.34, -0.24, -0.16, -0.29, 0.06, -0.60, 0.21, 0.21, 0.22, 0.21, 0.21, 0.22, 0.21, 0.21, 0.23, 0.24, 0.22, 0.23, 0.21, 0.01, -0.10, -0.20, -0.08, 0.04, 0.41, -0.70, -0.24, 0.40, -0.65, -0.17, 0.25, 0.17, 0.24], "lumo_energy_ha": [-0.041, -0.046], "s2": 2.02, "max_force_ev_per_a": 2.01, "homo_ev": [-6.73, -7.27], "multiplicity": 3, "orbital_gap_ha": [0.206, 0.221]}